Molecular formula: C20H33BCl2F4N2O6P2PtS
Method: DFT, wB97M-V/def2-TZVPD

Geometry (Å):
Pt: 0.975795 0.070568 0.221459
C: -0.957929 1.874111 4.713812
C: -2.209573 1.981948 3.860869
C: -2.073570 3.128695 2.866158
O: -2.445360 0.677454 3.290549
P: -2.969766 0.405844 1.796609
O: -2.334141 1.165992 0.725462
C: -2.992183 -1.351632 1.619729
P: -1.109398 -2.321760 1.303746
O: -0.480016 -1.561917 0.157458
O: -0.534910 -1.678207 2.704859
C: -0.457631 -2.393959 3.932920
C: -1.843442 -2.731848 4.478232
C: 0.307267 -1.513412 4.905623
O: -0.070476 -3.687609 1.509096
C: 0.114260 -4.720236 0.558379
C: 0.625870 -4.205310 -0.781925
C: 1.094342 -5.704608 1.180096
O: -4.529259 0.937798 1.824271
C: -5.623153 0.702245 2.698612
C: -5.439484 -0.440450 3.693466
C: -5.962741 2.000521 3.421449
H: -0.755288 2.837653 5.185329
H: -0.109837 1.609588 4.077548
H: -1.072870 1.117157 5.491343
H: -3.061777 2.184243 4.518172
H: -1.212528 2.968673 2.216855
H: -1.930466 4.052322 3.432752
H: -2.956009 3.222212 2.235056
H: -3.518807 -1.519249 0.678449
H: -3.459385 -1.870248 2.449501
H: 0.095124 -3.320042 3.767423
H: -2.418422 -1.809102 4.598094
H: -1.756842 -3.235898 5.443546
H: -2.371367 -3.388697 3.782895
H: -0.227410 -0.569279 5.026108
H: 1.302719 -1.294882 4.517178
H: 0.396882 -2.007714 5.876184
H: -0.841753 -5.244337 0.397159
H: 1.586279 -3.699529 -0.666897
H: -0.074710 -3.483409 -1.199166
H: 0.750677 -5.032883 -1.485194
H: 2.073757 -5.229730 1.273258
H: 1.192448 -6.596980 0.556780
H: 0.753445 -5.996411 2.176952
H: -6.469145 0.455210 2.048338
H: -4.501898 -0.321552 4.239764
H: -5.428723 -1.402546 3.184116
H: -6.267026 -0.433575 4.406813
H: -5.219675 2.220132 4.190200
H: -6.945399 1.922411 3.894292
H: -5.976276 2.823587 2.705744
S: 0.206166 1.314406 -1.597524
C: 0.611257 0.310849 -2.885296
N: 0.786582 -0.279694 -3.866658
F: 3.557192 -3.310967 -2.117830
B: 4.120627 -2.225937 -1.415435
F: 4.593238 -2.692109 -0.149795
F: 5.205753 -1.686274 -2.139305
F: 3.142439 -1.225261 -1.189332
Cl: 2.386617 -1.200400 1.739044
C: 3.368015 0.155642 2.176645
C: 4.470921 -0.015883 2.976115
C: 5.214308 1.092708 3.366265
C: 4.805507 2.367610 2.976360
C: 3.695194 2.523372 2.177408
Cl: 3.184114 4.125937 1.749544
C: 2.940089 1.417478 1.668283
N: 1.937494 1.607893 0.801014
H: 4.754298 -1.012870 3.291980
H: 6.102889 0.965767 3.970587
H: 5.348921 3.245451 3.301659

Force components x, y, z for each atom (eV/Å):
-0.47 -0.23 0.27
-0.04 -0.01 -0.09
0.14 0.15 0.10
-0.01 -0.22 -0.06
0.03 0.04 -0.04
-0.56 0.03 -0.03
0.19 0.10 -0.08
0.49 0.10 -0.38
0.37 -0.40 0.37
-0.02 0.67 -0.29
-0.18 -0.01 0.14
0.03 0.02 0.09
0.07 0.10 -0.20
-0.07 0.08 -0.14
-0.17 0.28 0.17
-0.02 -0.16 -0.36
-0.14 0.10 0.14
-0.03 0.09 0.10
0.10 -0.02 0.09
-0.01 -0.04 0.18
0.06 0.05 -0.12
0.04 0.00 -0.11
0.01 -0.01 0.03
-0.02 -0.01 0.06
-0.02 0.11 -0.03
-0.08 -0.02 0.00
-0.03 0.02 -0.03
-0.03 -0.02 0.01
0.02 0.04 -0.01
-0.04 -0.15 0.06
0.01 -0.05 -0.04
0.03 -0.04 -0.07
-0.01 -0.05 0.04
-0.01 0.00 0.00
-0.02 -0.02 0.07
0.12 -0.20 0.04
-0.01 -0.01 0.02
0.02 0.01 0.00
-0.06 0.07 0.04
-0.01 -0.04 -0.05
0.07 -0.06 -0.09
0.04 -0.01 0.04
-0.01 -0.04 -0.02
0.02 0.03 0.00
0.00 -0.05 -0.03
0.00 -0.03 -0.04
-0.05 -0.02 0.03
0.02 -0.02 0.05
0.00 -0.01 -0.02
0.00 0.01 -0.01
0.03 0.02 0.02
-0.02 0.00 0.04
-0.08 -0.08 0.62
-0.10 -0.11 -0.30
0.02 0.04 0.10
0.11 0.13 0.07
0.01 0.11 0.16
-0.06 0.04 -0.16
-0.13 -0.10 0.08
0.38 -0.37 -0.19
-0.15 0.00 0.03
-0.01 0.36 -0.14
0.09 -0.19 0.14
-0.08 0.05 -0.05
0.00 -0.03 0.06
-0.13 -0.14 -0.14
0.06 0.04 -0.01
0.22 -0.10 0.15
0.10 0.15 -0.26
-0.01 0.02 -0.06
-0.02 0.01 0.02
0.00 -0.01 -0.03

As for the total charge: -2. Its multiplicity is 3. The calculation puts the HOMO energy (spin up / spin down) at -1.5 / -2.5 eV. Its expectation value of S² is 2.043. Its energy above the lowest of the compared OMol25 structures with the same formula, charge and spin is 33.05 kcal per mole.

Results of the Löwdin charge analysis, in e, for atoms 1 through 2: 0.741, -0.050



Molecular formula: C20H33Br3Cl14O6
Method: DFT, wB97M-V/def2-TZVPD

Geometry (Å):
O: 4.427440 32.244230 -17.775420
C: 4.107240 32.563450 -16.593600
O: 4.906530 33.293580 -15.883650
C: 4.506870 33.307420 -14.532310
C: 3.441770 32.215360 -14.318470
C: 2.917360 32.063860 -15.716930
H: 4.074250 34.298850 -14.398130
H: 5.362780 33.164840 -13.872600
H: 2.661450 32.466930 -13.600200
H: 3.975750 31.310670 -14.027790
H: 2.003010 32.638520 -15.864700
H: 2.760870 31.018690 -15.983830
O: 2.093490 29.345750 -18.040070
C: 2.798550 28.778360 -18.865880
O: 3.905290 28.134130 -18.349030
C: 4.643660 27.544600 -19.349890
C: 3.640410 27.409230 -20.560960
C: 2.631690 28.548500 -20.343820
H: 5.086420 26.563470 -19.178340
H: 5.519210 28.141890 -19.604360
H: 3.205600 26.410030 -20.535510
H: 4.086250 27.469140 -21.553800
H: 1.603700 28.299050 -20.606690
H: 2.883260 29.401620 -20.973890
O: 7.448960 29.507740 -18.954430
C: 6.532620 29.682100 -18.157480
O: 6.706510 29.760610 -16.794740
C: 5.523360 30.281390 -16.197420
C: 4.419890 30.005120 -17.209090
C: 5.140860 30.070960 -18.502480
H: 5.585320 31.363330 -16.080530
H: 5.359340 29.830960 -15.218480
H: 3.549440 30.642540 -17.053840
H: 4.086080 28.982520 -17.033170
H: 5.127660 31.087490 -18.895670
H: 4.866600 29.376190 -19.296310
C: 6.725730 33.595080 -16.951530
Cl: 7.254400 34.122410 -18.558740
Cl: 6.931670 31.821530 -16.900050
H: 7.350340 34.081840 -16.202510
H: 5.673320 33.816850 -16.774480
C: 2.554030 31.526120 -18.859970
Cl: 3.996100 31.400440 -19.935900
Cl: 1.140800 30.965220 -19.749760
H: 2.774930 30.855600 -18.029490
H: 2.407170 32.562710 -18.556630
C: 8.745540 30.388970 -17.037740
Cl: 10.458000 30.936310 -17.214290
Cl: 8.605340 28.952680 -15.955310
H: 8.219590 31.273890 -16.679430
H: 8.385320 30.186630 -18.046400
C: 6.802720 29.763090 -21.094280
Cl: 5.035060 29.420140 -20.963410
Cl: 7.739930 28.299830 -21.286970
H: 6.921650 30.401270 -21.969890
H: 7.129900 30.245890 -20.173430
C: 6.347120 27.859310 -13.536180
Cl: 5.106570 28.506930 -14.693830
Cl: 7.171500 26.421150 -14.049970
H: 7.212670 28.494070 -13.346440
H: 5.879340 27.681530 -12.567850
C: 8.587010 27.708280 -19.118300
Cl: 9.085260 25.967300 -18.803810
Cl: 9.646830 28.809880 -18.275520
H: 8.662260 27.901640 -20.188370
H: 7.567350 27.833630 -18.754040
C: 2.887900 27.884770 -16.437190
Cl: 3.826200 26.490570 -15.731210
Cl: 2.263440 28.982900 -15.171110
H: 3.413610 28.423680 -17.225420
H: 1.972440 27.604720 -16.958340
C: 8.870590 31.093640 -19.746970
Br: 8.792020 32.469980 -18.334410
Br: 10.556560 30.083280 -20.133970
Br: 8.025580 31.838520 -21.402260
H: 8.192080 30.304770 -19.422280

Force components x, y, z for each atom (eV/Å):
-1.13 5.06 5.94
-1.38 -2.11 -4.01
-3.83 -1.16 4.88
-1.16 0.96 2.16
0.91 0.11 -0.28
0.31 0.22 -1.07
0.11 0.06 0.45
0.14 0.16 -0.33
0.31 0.05 0.04
-0.32 -0.14 0.23
0.08 0.09 -0.36
-0.78 0.74 0.60
0.39 -2.61 -2.46
-2.16 0.18 0.74
-0.75 -4.18 -7.42
0.80 -3.42 -2.68
0.00 -1.03 0.13
0.18 -1.41 -0.11
-0.68 -0.25 1.15
-0.22 -1.33 0.71
-0.40 0.07 0.40
0.12 -0.19 0.37
0.03 -0.10 0.36
-0.37 0.08 0.39
-6.96 -3.33 5.69
-2.95 0.65 0.96
-3.60 -1.57 -1.78
-4.14 1.06 -0.58
1.56 -0.17 2.55
3.72 -2.29 3.30
-1.34 -2.06 1.05
1.22 3.83 -2.22
2.01 -1.51 -0.04
3.94 4.61 1.90
2.77 -1.19 1.53
0.27 2.44 2.34
1.91 0.79 -2.35
-4.84 6.23 -0.24
-3.86 12.02 0.15
0.11 -0.20 0.05
3.35 1.64 -2.69
-0.28 1.80 -0.80
-7.40 5.01 -5.16
-0.84 1.33 -0.53
-1.08 1.54 -1.42
-0.16 -0.25 -0.40
3.51 0.09 3.01
2.60 -1.43 3.13
2.28 -0.06 3.06
4.38 -2.75 2.00
1.09 0.85 3.20
-2.62 -0.84 -2.65
3.54 1.42 -7.89
-4.07 1.34 -7.07
-1.23 -2.11 0.07
-2.10 -0.26 -2.92
0.07 -0.03 0.93
1.73 -5.78 6.50
-0.13 -1.00 -0.52
-0.68 0.95 -0.57
-0.30 -0.09 -0.32
2.92 -3.46 3.14
-0.24 0.33 -0.14
2.35 -9.15 -0.53
2.51 -1.29 3.91
0.95 -1.77 -0.15
-2.81 -2.22 3.20
-1.97 -1.04 -1.84
-0.46 -0.47 0.41
-3.07 -3.06 4.55
0.21 -1.21 0.72
3.28 2.08 -1.36
6.33 -0.80 -7.24
1.48 3.94 -5.02
4.09 4.93 0.65
2.76 2.63 -1.41

Its multiplicity is 1. The calculation puts the HOMO energy at -6.7 eV.

Results of the Löwdin charge analysis, in e, for atoms 1 through 2: -0.188, -0.388



> Number 1 is which compound?

C20H33BCl2F4N2O6P2PtS